[1]
ORCA calculation (ωB97M-V/def2-TZVPD) on a molecular structure, C25H19BF6FeO5S.

Cartesian coordinates (Å):
C1 2.63 -0.54 -4.97
C2 1.91 -0.13 -3.75
C3 1.85 1.17 -3.20
C4 1.08 1.28 -2.07
C5 0.64 0.00 -1.48
B1 5.01 0.07 0.97
C6 -0.79 -0.03 -0.92
C7 -1.57 -1.16 -1.01
C8 -2.76 -1.26 -0.30
C9 -3.52 -2.55 -0.22
F1 -4.87 -2.38 -0.40
F2 -3.09 -3.47 -1.14
F3 -3.41 -3.14 1.02
C10 -3.27 -0.18 0.43
C11 -2.55 1.02 0.36
C12 -3.05 2.20 1.14
F4 -2.82 2.04 2.49
F5 -2.45 3.36 0.77
F6 -4.39 2.39 1.03
C13 -1.34 1.10 -0.33
O1 5.61 -0.71 0.04
C14 7.02 -0.42 0.26
C15 7.13 0.59 1.42
O2 5.76 0.80 1.84
S1 0.85 -1.17 -2.89
H1 2.68 0.31 -5.64
H2 3.64 -0.90 -4.75
H3 2.08 -1.34 -5.47
H4 2.41 1.96 -3.68
H5 0.95 2.18 -1.50
H6 -1.26 -2.05 -1.54
H7 -4.21 -0.23 0.97
H8 -0.80 2.04 -0.31
H9 7.56 -1.35 0.49
H10 7.43 0.01 -0.66
H11 7.69 0.19 2.26
H12 7.52 1.56 1.12
O3 1.79 4.58 5.38
C16 1.83 3.75 4.59
Fe1 2.50 2.50 3.40
C17 4.04 3.40 3.61
O4 5.04 3.90 3.93
C18 2.82 1.49 4.84
O5 3.12 0.96 5.83
C19 1.65 -0.45 -0.59
C20 1.18 -1.25 0.47
C21 0.74 -0.82 1.72
C22 0.78 0.49 2.24
C23 1.52 1.62 1.76
C24 2.78 1.44 1.11
C25 3.37 0.25 0.68
H13 2.55 -0.92 -1.11
H14 0.95 -2.28 0.18
H15 0.13 -1.53 2.28
H16 0.05 0.69 3.00
H17 1.01 2.65 1.64
H18 3.38 2.32 0.96
H19 3.21 -0.60 1.38

Output
⟨S²⟩ = 6.172
charge = +2
spin multiplicity = 5
maximum force = 7.4 eV Å⁻¹
relative energy (zero: lowest compared OMol25 entry of this formula, charge and spin) = 1.550 eV
total energy = -98653.493 eV
gap between HOMO and LUMO (alpha / beta) = 5.614 / 6.512 eV

---

[2]
ORCA calculation (ωB97M-V/def2-TZVPD) on a molecular structure, C25H19BaI2N7O11.

Cartesian coordinates (Å):
Ba1 -0.17 -0.63 1.70
O1 -3.49 0.31 -3.06
C1 -4.22 -0.52 -2.30
C2 -5.31 -1.20 -2.86
C3 -6.07 -2.07 -2.10
C4 -5.77 -2.27 -0.75
C5 -4.68 -1.60 -0.19
C6 -3.89 -0.74 -0.94
C7 -2.70 -0.06 -0.30
O2 -2.23 -0.50 0.81
N1 -2.23 0.93 -1.04
N2 -1.13 1.72 -0.62
C8 -1.10 2.12 0.59
C9 -0.05 2.97 1.20
C10 0.36 4.20 0.70
C11 1.26 5.00 1.40
C12 1.75 4.53 2.62
C13 1.37 3.30 3.14
C14 0.47 2.47 2.43
O3 0.13 1.29 2.82
H1 -2.84 0.76 -2.38
H2 -5.54 -1.01 -3.91
H3 -6.90 -2.59 -2.55
H4 -6.37 -2.94 -0.14
H5 -4.42 -1.73 0.85
H6 -1.89 1.83 1.30
H7 -0.05 4.54 -0.25
H8 1.56 5.96 1.01
H9 2.45 5.15 3.19
H10 1.77 2.94 4.08
O4 1.83 -1.48 2.21
C15 2.51 -0.48 2.53
O5 2.45 0.07 3.70
C16 3.44 0.10 1.51
C17 4.77 0.18 1.77
C18 5.65 0.58 0.75
C19 5.19 0.84 -0.51
C20 3.83 0.77 -0.80
C21 2.85 0.44 0.22
O6 1.61 0.43 0.07
N3 3.45 1.05 -2.19
O7 2.27 0.92 -2.51
O8 4.32 1.33 -3.00
N4 7.08 0.67 1.02
O9 7.83 1.03 0.12
O10 7.47 0.41 2.14
H11 5.16 -0.07 2.75
H12 5.88 1.10 -1.30
I1 0.74 -0.87 4.81
I2 -1.02 -1.98 6.89
C22 -1.92 -3.00 -3.16
N5 -1.45 -2.64 -1.84
C23 -1.76 -3.42 -0.64
C24 -0.82 -2.78 0.37
O11 -0.82 -2.99 1.59
N6 -0.01 -1.89 -0.27
C25 -0.46 -1.77 -1.53
N7 0.07 -0.88 -2.38
H13 -1.77 -4.07 -3.33
H14 -1.34 -2.46 -3.92
H15 -2.97 -2.76 -3.29
H16 -1.53 -4.48 -0.77
H17 -2.80 -3.31 -0.33
H18 0.69 -0.18 -1.96
H19 -0.49 -0.58 -3.16

Output
charge = -2
spin multiplicity = 1
maximum force = 4.8 eV Å⁻¹
relative energy (zero: lowest compared OMol25 entry of this formula, charge and spin) = 4.501 eV
total energy = -76081.274 eV
gap between HOMO and LUMO = 6.252 eV

---

[3]
ORCA calculation (ωB97M-V/def2-TZVPD) on 2 unconnected molecules or ions with the total composition C25H19Br2N2O.

Cartesian coordinates (Å):
C1 5.70 -0.53 -2.44
O1 4.99 0.45 -1.66
C2 3.68 0.23 -1.35
C3 3.02 1.23 -0.60
C4 1.68 1.10 -0.29
C5 0.93 -0.04 -0.65
C6 -0.51 -0.05 -0.42
C7 -1.30 -1.25 -0.64
C8 -2.58 -0.88 -1.17
C9 -3.51 -1.82 -1.62
C10 -3.13 -3.17 -1.60
C11 -1.88 -3.55 -1.12
C12 -0.94 -2.61 -0.66
C13 -2.63 0.57 -1.28
C14 -1.36 1.09 -0.82
C15 -1.07 2.41 -1.13
C16 -2.06 3.22 -1.70
C17 -3.32 2.72 -2.04
C18 -3.61 1.37 -1.83
C19 1.62 -1.04 -1.41
C20 2.97 -0.93 -1.72
H1 6.70 -0.11 -2.52
H2 5.73 -1.50 -1.92
H3 5.25 -0.65 -3.43
H4 3.60 2.10 -0.29
H5 1.21 1.91 0.27
H6 -4.49 -1.50 -1.95
H7 -3.84 -3.94 -1.96
H8 -1.60 -4.61 -1.09
H9 0.04 -2.91 -0.30
H10 -0.06 2.80 -0.94
H11 -1.84 4.29 -1.87
H12 -4.08 3.39 -2.47
H13 -4.60 0.95 -2.07
H14 1.10 -1.93 -1.77
H15 3.51 -1.72 -2.24
Br1 -2.80 1.66 4.78
C21 -1.35 0.88 3.81
C22 -0.23 0.41 4.55
N1 -0.16 0.52 5.89
C23 0.82 -0.16 3.80
Br2 2.37 -0.78 4.73
C24 0.72 -0.24 2.42
N2 -0.36 0.19 1.74
C25 -1.37 0.77 2.43
H16 0.65 0.20 6.41
H17 -0.92 0.94 6.42
H18 1.55 -0.64 1.83
H19 -2.20 1.16 1.86

Output
charge = +1
spin multiplicity = 1
maximum force = 2.2 eV Å⁻¹
relative energy (zero: lowest compared OMol25 entry of this formula, charge and spin) = 0.000 eV
total energy = -171339.596 eV
gap between HOMO and LUMO = 6.738 eV